[1]
The following is a quantum chemistry calculation of a structure of composition C20H28NO2PbS in a non-equilibrium geometry, from the OMol25 dataset.

- molecular weight (g mol⁻¹) = 553.716
- HOMO-LUMO gap (eV) = 5.65
- lowest unoccupied orbital energy (eV) = 2.21

The geometry in ORCA input format:
```
! RIJCOSX wB97M-V def2-TZVPD def2/J DEFGRID3
* xyz -1 1
O 1.3793 1.0694 -6.4447
C 2.5630 1.0890 -7.3140
C 1.7371 1.2407 -8.5857
H 3.1446 0.1584 -7.2683
H 3.2101 1.9494 -7.0946
C 0.5385 1.2726 -7.6164
H 1.7341 0.3619 -9.2372
H 1.8799 2.1711 -9.1431
C -0.4357 0.1650 -7.9182
H 0.0468 -0.8132 -7.8429
H -0.8008 0.2973 -8.9488
H -1.3214 0.1667 -7.2691
C -0.1501 2.6126 -7.6088
H 0.5871 3.4270 -7.5545
H -0.8665 2.6968 -6.7829
H -0.7055 2.6991 -8.5534
Pb 1.4320 0.1625 -0.6345
C 0.0063 1.7869 1.2547
C 1.4341 1.8858 1.3893
C 1.8969 2.7998 0.3791
H 2.0311 1.4631 2.2007
C 0.7660 3.2182 -0.3728
C -0.3936 2.5956 0.1622
H -1.4189 2.7654 -0.1635
H -0.6624 1.2313 1.9062
H 2.9172 3.1563 0.2576
H 0.7691 3.9384 -1.1906
C -2.0091 -1.0947 0.6096
C -2.7526 -0.0798 -0.0526
C -2.4589 -0.1574 -1.4378
H -3.4343 0.6176 0.4207
C -1.4934 -1.1955 -1.6230
C -1.2031 -1.7630 -0.3506
H -0.5176 -2.5877 -0.1513
H -2.0509 -1.3159 1.6693
H -2.9150 0.4576 -2.2102
H -1.1220 -1.5540 -2.5747
O -0.5648 -0.5018 -5.1879
C -0.8801 0.6925 -4.4441
C 0.3742 1.2624 -3.7197
H -1.6581 0.4435 -3.6923
H -1.2821 1.4528 -5.1347
C 1.4108 0.1336 -3.8602
H 0.1260 1.5381 -2.6738
H 0.7230 2.1739 -4.2525
C 0.7117 -0.9593 -4.7019
H 1.7728 -0.3288 -2.9224
H 2.3126 0.4964 -4.3551
H 0.5386 -1.8655 -4.0789
H 1.3043 -1.2771 -5.5663
S 2.3236 -1.4485 1.3431
C 0.9680 -1.2272 2.2777
N 0.0119 -1.0998 2.9735
*
```



[2]
The following is a quantum chemistry calculation of a structure of composition C20H28NO3PRe in a non-equilibrium geometry, from the OMol25 dataset.

- molecular weight (g mol⁻¹) = 547.629
- HOMO-LUMO gap (alpha / beta) (eV) = 6.80 / 3.42
- lowest unoccupied orbital energy (alpha / beta) (eV) = -7.14 / -10.42

The geometry in ORCA input format:
```
! RIJCOSX wB97M-V def2-TZVPD def2/J DEFGRID3
* xyz 2 4
C -2.9205 0.1359 -4.0520
C -2.6819 -1.0437 -3.3514
C -1.8638 -1.0695 -2.2135
C -1.2289 0.1100 -1.7857
C -1.4527 1.2990 -2.5293
C -2.3332 1.3224 -3.6116
C -1.7139 -2.3400 -1.4441
C -0.3012 -2.8447 -1.1678
N 0.7693 -1.7933 -1.2092
Re 0.1408 0.0674 -0.1455
C -0.6817 2.5149 -2.1383
P 0.8378 1.8595 -1.2544
H -3.1300 -1.9792 -3.6903
H -2.5359 2.2765 -4.1037
H -3.5697 0.1382 -4.9238
H -1.2360 3.1580 -1.4351
H -0.3653 3.1333 -2.9893
H -2.2484 -2.2772 -0.4816
H -2.1979 -3.1475 -2.0089
H -0.2798 -3.3181 -0.1761
C 1.2912 3.3035 -0.2536
C 2.0447 1.8532 -2.6159
H -0.0032 -3.5936 -1.9195
C 1.1820 -1.5882 -2.6242
C 1.9457 -2.3352 -0.4621
H 0.3025 1.2499 1.2044
H 1.5179 -2.5695 -2.9933
H 0.3389 -1.2349 -3.2254
H 1.9979 -0.8611 -2.6721
H 2.4403 -3.0740 -1.1119
H 2.6305 -1.5178 -0.2076
H 1.5995 -2.8168 0.4619
H 2.1768 2.8837 -2.9707
H 3.0009 1.4664 -2.2415
H 1.6850 1.2225 -3.4384
H 1.3199 4.1920 -0.8914
H 0.5519 3.4283 0.5460
H 2.2740 3.1119 0.1899
H 1.1410 1.1206 0.9490
O -0.4846 1.2232 3.2446
C -0.1409 0.2140 4.1013
C 0.3836 0.5144 5.3687
C 0.3426 -0.4567 6.3668
C -0.1410 -1.7399 6.0859
C -0.4847 -2.0787 4.7777
C -0.4265 -1.1267 3.7536
C -0.5603 -1.6322 2.3509
O -0.5716 -2.8506 2.1340
O -0.6551 -0.7036 1.4138
H -0.2697 2.0801 3.6661
H 0.7679 1.5158 5.5741
H 0.6839 -0.2037 7.3714
H -0.2287 -2.4825 6.8798
H -0.7873 -3.0871 4.5041
*
```



[3]
The following is a quantum chemistry calculation of a structure of composition C20H28NO5RuS, from the OMol25 dataset.

- molecular weight (g mol⁻¹) = 495.583
- HOMO-LUMO gap (alpha / beta) (eV) = 7.33 / 6.98
- lowest unoccupied orbital energy (alpha / beta) (eV) = 0.29 / -0.01

The geometry in ORCA input format:
```
! RIJCOSX wB97M-V def2-TZVPD def2/J DEFGRID3
* xyz 0 2
Ru 0.2358 -0.4415 0.2636
C -1.4273 -2.4846 2.2837
O -0.1188 -1.9367 2.1219
C 0.8378 -2.9680 1.8964
C 2.1965 -2.3338 1.7644
O 2.2725 -1.5195 0.5956
C 2.7794 -2.2188 -0.5449
H -1.4316 -3.1505 3.1508
H -1.7227 -3.0204 1.3809
H -2.1027 -1.6457 2.4470
H 0.5575 -3.5166 0.9892
H 0.8348 -3.6611 2.7487
H 2.9738 -3.1039 1.7482
H 2.3828 -1.6778 2.6175
H 3.7931 -2.5670 -0.3307
H 2.7761 -1.5075 -1.3649
H 2.1348 -3.0649 -0.7988
O -1.7959 -3.2045 -2.0108
C -1.6755 -2.1365 -1.4297
O -0.7937 -1.9845 -0.4897
C -2.6159 -0.9997 -1.7609
C -3.4877 -1.2424 -2.8257
C -4.4418 -0.3250 -3.2133
C -4.5407 0.8778 -2.5234
C -3.6812 1.1445 -1.4785
C -2.7052 0.2228 -1.0776
S -1.6722 0.7907 0.2332
H -3.3914 -2.1939 -3.3291
H -5.1038 -0.5422 -4.0402
H -5.2800 1.6148 -2.8086
H -3.7386 2.0915 -0.9582
C 0.8938 1.8420 -2.9893
C 0.3781 0.4869 -2.5290
C 0.6317 -0.6057 -3.5565
O 1.0471 0.1430 -1.3309
H 0.3687 2.1684 -3.8881
H 1.9608 1.7884 -3.2099
H 0.7346 2.5907 -2.2128
H -0.7072 0.5655 -2.3533
H 1.7015 -0.6902 -3.7585
H 0.1220 -0.3788 -4.4940
H 0.2685 -1.5685 -3.1945
C 1.8575 4.4728 4.0411
C 1.5819 3.2804 3.1768
C 1.2410 2.0476 3.7174
C 0.9692 0.9803 2.8826
N 1.0214 1.0785 1.5546
C 1.3458 2.2615 1.0190
C 1.6372 3.3685 1.7896
H 1.9596 4.1905 5.0872
H 1.0405 5.1915 3.9616
H 2.7699 4.9783 3.7260
H 1.1776 1.9116 4.7882
H 0.6855 0.0116 3.2758
H 1.3679 2.2912 -0.0626
H 1.8976 4.2991 1.3034
*
```



[4]
The following is a quantum chemistry calculation of an isolated molecule of C20H28O9P2 in a non-equilibrium geometry, from the OMol25 dataset.

- molecular weight (g mol⁻¹) = 474.383
- HOMO-LUMO gap (eV) = 9.41
- lowest unoccupied orbital energy (eV) = 0.75
- SMILES = CCO[P@@](=O)(O)c1cccc(OCCOCCOc2cccc([P@](=O)(O)OCC)c2)c1

The geometry in ORCA input format:
```
! RIJCOSX wB97M-V def2-TZVPD def2/J DEFGRID3
* xyz 0 1
C -6.0585 -0.7161 -0.2260
C -5.0745 -1.6048 -0.9667
O -3.9182 -1.8750 -0.1855
P -2.7875 -0.7482 -0.0728
O -2.7209 0.0906 -1.2947
O -3.2180 0.0459 1.2367
C -1.3539 -1.7676 0.3221
C -1.3891 -2.5562 1.4626
C -0.3271 -3.3961 1.7305
C 0.7648 -3.4547 0.8772
C 0.8017 -2.6538 -0.2599
O 1.8145 -2.6212 -1.1704
C 2.8705 -3.5535 -1.0806
C 3.9526 -3.1816 -0.0503
O 4.8854 -2.2513 -0.5486
C 4.4328 -0.9161 -0.6270
C 4.4406 -0.2197 0.7493
O 4.6407 1.1693 0.6253
C 3.6079 1.9936 0.3016
C 3.9739 3.3209 0.0597
C 3.0218 4.2711 -0.2430
C 1.6818 3.9227 -0.2965
C 1.3174 2.6120 -0.0502
P -0.4167 2.1200 -0.0812
O -0.8443 1.1102 0.9200
O -0.6680 1.6681 -1.5718
O -1.1495 3.5391 0.1225
C -2.4300 3.6247 0.7264
C -3.5471 3.3323 -0.2626
C 2.2649 1.6405 0.2337
C -0.2744 -1.8069 -0.5323
H -5.5958 0.2477 -0.0281
H -6.3321 -1.1708 0.7226
H -6.9521 -0.5706 -0.8273
H -4.7679 -1.1252 -1.9020
H -5.5121 -2.5829 -1.1854
H -2.4629 0.6272 1.4322
H -2.2458 -2.5051 2.1150
H -0.3381 -4.0210 2.6113
H 1.5748 -4.1282 1.1111
H 3.3294 -3.5555 -2.0732
H 2.4808 -4.5559 -0.8693
H 3.4882 -2.8137 0.8722
H 4.5408 -4.0741 0.1776
H 5.1598 -0.4064 -1.2651
H 3.4448 -0.8550 -1.0960
H 3.5348 -0.4386 1.3260
H 5.3113 -0.5796 1.3068
H 5.0203 3.5756 0.1207
H 3.3248 5.2898 -0.4333
H 0.9207 4.6507 -0.5219
H -1.4416 1.0454 -1.5943
H -2.4807 2.9304 1.5729
H -2.5027 4.6503 1.1026
H -4.5106 3.4789 0.2191
H -3.4767 2.3064 -0.6154
H -3.4699 3.9990 -1.1178
H 1.9169 0.6338 0.4089
H -0.2517 -1.1910 -1.4173
*
```



The records above give, respectively, relative energy (zero: lowest compared OMol25 entry of this formula, charge and spin) values of 33.4, 0.0, 0.0, 0.4 kJ/mol.